Entry 1:
Entry from the OMol25 dataset: the molecule C5H12O2 at a distorted geometry (wB97M-V/def2-TZVPD).

CARTESIAN COORDINATES (ANGSTROEM)
C 0.069416 1.440129 1.501851
C 0.194123 -0.258679 -0.267794
C -0.752887 -1.001004 0.521016
C 1.620484 -0.682771 0.159184
C -0.940838 0.164868 -2.169836
H -1.121053 1.527809 1.845970
H 0.575297 2.518588 1.549997
H 0.892632 0.881374 2.121750
H -1.705404 -0.519147 0.714898
H -0.337453 -1.219144 1.607706
H -0.960736 -1.923753 0.120827
H 2.015116 -0.578072 1.255088
H 2.155469 -0.199301 -0.642324
H 1.814310 -1.710860 0.137955
H -0.690878 -0.288314 -3.280691
H -1.939009 -0.214238 -1.580361
H -1.063294 1.396614 -2.078356
O -0.029081 1.076377 0.083048
O 0.203786 -0.410477 -1.599926

Atomic forces in eV per Å
C -0.4 2.0 -0.2
C 3.0 0.0 3.9
C -1.4 -1.1 4.2
C 0.6 1.0 1.2
C -1.8 0.5 -1.9
H 3.6 -0.5 -0.1
H -1.6 -2.0 -0.4
H -2.3 0.3 -1.1
H -0.2 0.3 -0.3
H -0.7 0.5 -2.2
H -0.4 -2.4 -1.0
H -1.0 1.1 -2.0
H 1.3 0.2 0.4
H -0.3 -1.9 -1.0
H -2.0 1.7 2.4
H 2.2 0.5 -1.9
H 0.9 -3.3 -0.6
O 1.1 2.2 1.0
O -0.6 0.9 -0.5

Results
**Max |F|**: 0.0955 hartree/bohr
**Spin multiplicity**: 1
**HOMO-LUMO gap**: 10.49 eV
**LUMO**: 0.891 eV
**Total charge**: 0
**Relative energy (zero: lowest compared OMol25 entry of this formula, charge and spin)**: 101.81 kcal/mol

Entry 2:
Entry from the OMol25 dataset: a structure of composition C5H12O2 (wB97M-V/def2-TZVPD).

CARTESIAN COORDINATES (ANGSTROEM)
C -1.684650 -0.758116 1.127613
O -0.426028 -0.445290 0.893656
C -0.196146 0.353440 -0.304596
C -0.466273 1.815001 0.017335
C 1.240086 0.098845 -0.729594
C 1.500445 -1.328207 -1.205933
O 1.509217 -2.276979 -0.163299
H -2.463877 0.480205 1.553648
H -2.167306 0.792107 2.230111
H -1.677394 -1.264618 2.117640
H -0.905249 -0.005087 -1.061160
H 0.114100 2.129210 0.892172
H -1.525313 2.000939 0.214362
H -0.171983 2.436657 -0.834025
H 1.905439 0.329981 0.112045
H 1.475841 0.799995 -1.539291
H 0.757992 -1.588080 -1.980966
H 2.488038 -1.380925 -1.674507
H 0.745035 -2.093778 0.398183

Atomic forces in eV per Å
C 0.3 -0.3 -0.1
O -0.2 0.0 0.0
C 0.1 0.1 -0.2
C 0.0 0.0 0.0
C 0.0 0.0 0.0
C 0.1 0.3 -0.3
O -0.2 -0.1 0.2
H -0.1 0.4 0.4
H -0.3 0.0 0.0
H 0.1 0.0 -0.2
H 0.1 0.0 0.1
H -0.1 -0.1 -0.1
H 0.2 -0.1 0.0
H 0.0 -0.1 0.1
H -0.1 0.0 -0.1
H 0.0 -0.1 0.1
H 0.1 0.0 0.1
H -0.1 0.0 0.0
H 0.2 -0.1 0.0

Results
**Max |F|**: 0.0116 hartree/bohr
**Spin multiplicity**: 1
**HOMO-LUMO gap**: 9.29 eV
**LUMO**: 0.532 eV
**Total charge**: 0
**Relative energy (zero: lowest compared OMol25 entry of this formula, charge and spin)**: 113.91 kcal/mol

Entry 3:
Entry from the OMol25 dataset: a cluster of 2 separate species, C5H12O2 in total (wB97M-V/def2-TZVPD).

CARTESIAN COORDINATES (ANGSTROEM)
C -2.093494 0.969378 1.710686
O -1.249300 0.127822 1.176648
C -0.404782 0.339121 0.215402
C 0.403049 -0.811392 -0.297214
C 0.282141 -0.944495 -1.820013
C 1.879742 -0.674126 0.107614
O 2.062829 -0.647603 1.503834
H -1.963713 2.029935 1.523231
H -2.907273 0.979251 -0.392156
H -2.662366 0.568794 2.535535
H -2.415460 0.815013 -0.948843
H -0.250630 1.369729 -0.103953
H 0.013121 -1.715896 0.185703
H 0.899620 -1.770206 -2.192435
H 0.614766 -0.026485 -2.320149
H -0.755166 -1.128638 -2.114336
H 2.446499 -1.536894 -0.258210
H 2.304585 0.224687 -0.373664
H 1.489710 0.049098 1.851802

Atomic forces in eV per Å
C -0.2 0.4 0.2
O 0.0 -0.5 0.2
C 0.3 0.2 -0.3
C 0.0 0.0 0.1
C 0.0 0.0 -0.1
C 0.0 -0.1 -0.4
O -0.1 0.2 0.2
H 0.0 -0.1 0.0
H 0.1 0.0 -0.2
H 0.1 0.1 -0.1
H -0.1 0.0 0.1
H 0.0 -0.1 0.0
H 0.0 0.1 -0.1
H -0.1 0.1 0.1
H 0.0 -0.1 0.1
H 0.1 0.0 0.1
H -0.1 0.1 0.0
H -0.1 -0.1 0.1
H 0.1 -0.1 0.0

Results
**Max |F|**: 0.0101 hartree/bohr
**Spin multiplicity**: 1
**HOMO-LUMO gap (alpha / beta)**: 8.15 / 7.97 eV
**LUMO (alpha / beta)**: 0.593 / 0.585 eV
**Total charge**: 0
**Relative energy (zero: lowest compared OMol25 entry of this formula, charge and spin)**: 115.11 kcal/mol

Entry 4:
Entry from the OMol25 dataset: the molecule C5H12O2 (wB97M-V/def2-TZVPD).

CARTESIAN COORDINATES (ANGSTROEM)
C -1.553531 0.815823 2.049446
C -0.683175 -0.186453 1.301051
C -0.158106 0.367944 -0.023621
O 0.487851 1.610141 0.138867
C 0.773131 -0.659224 -0.729411
C 0.492538 -0.754701 -2.219524
O 2.111696 -0.246413 -0.463349
H -0.974999 1.709456 2.298898
H -2.403806 1.133272 1.433308
H -1.950245 0.384181 2.974433
H 0.168836 -0.491023 1.924665
H -1.259417 -1.097589 1.079881
H -1.025603 0.555357 -0.675970
H 1.439843 1.419022 0.124892
H 0.620985 -1.645024 -0.264997
H 0.564670 0.235338 -2.683585
H 1.189865 -1.443593 -2.715365
H -0.521437 -1.137110 -2.378619
H 2.680903 -0.569405 -1.171000

Atomic forces in eV per Å
C 0.0 0.1 0.0
C 0.0 0.0 0.0
C -0.2 -0.3 0.0
O 0.2 0.0 0.0
C -0.3 0.0 0.0
C 0.0 0.0 0.0
O 0.2 -0.2 -0.1
H -0.1 -0.1 0.0
H 0.1 -0.1 0.1
H 0.1 0.1 -0.1
H -0.1 0.0 -0.1
H 0.1 0.1 0.0
H 0.1 -0.1 0.1
H -0.2 0.1 0.0
H 0.0 0.1 -0.1
H 0.0 -0.1 0.0
H -0.1 0.1 0.1
H 0.2 0.1 0.0
H 0.0 0.1 0.1

Results
**Max |F|**: 0.0070 hartree/bohr
**Spin multiplicity**: 1
**HOMO-LUMO gap**: 10.64 eV
**LUMO**: 0.798 eV
**Total charge**: 0
**Relative energy (zero: lowest compared OMol25 entry of this formula, charge and spin)**: 15.33 kcal/mol

Entry 5:
Entry from the OMol25 dataset: a cluster of 2 separate species, C5H12O2 in total at a distorted geometry (wB97M-V/def2-TZVPD).

CARTESIAN COORDINATES (ANGSTROEM)
C -2.141050 -0.294163 -1.371157
C -0.798925 -0.992262 -1.202231
C 0.155960 -0.068697 -0.570839
O -1.199852 0.462188 1.338443
C 1.425339 -0.414465 0.100215
C 1.748984 0.856744 1.076371
O 1.346862 0.777232 2.430092
H -2.822413 -0.945394 -1.913531
H -2.526373 -0.083837 -0.374241
H -2.025536 0.653526 -1.920274
H -0.400666 -1.227921 -2.207653
H -0.851549 -1.920457 -0.628071
H 0.265217 0.841735 -1.180527
H -0.800184 -0.009064 2.114871
H 2.221283 -0.497001 -0.691454
H 1.367588 -1.428839 0.542830
H 1.344070 1.768845 0.594278
H 2.839573 0.937250 1.081346
H 0.611021 1.365435 2.676057

Atomic forces in eV per Å
C -0.2 -0.1 0.0
C 0.0 0.0 0.3
C -0.3 0.1 0.5
O 1.5 -0.7 -1.0
C -0.4 0.6 0.8
C 0.4 -0.4 -0.4
O 0.2 -0.3 0.0
H -0.1 0.1 -0.1
H -0.1 0.1 -0.1
H -0.1 -0.3 0.1
H 0.2 0.0 0.2
H -0.2 0.0 -0.1
H -0.5 0.2 0.9
H -0.3 0.4 -1.3
H -0.6 0.4 0.6
H 0.1 0.8 0.4
H 0.1 -0.6 0.2
H -0.1 0.1 0.1
H 0.2 -0.4 -0.9

Results
**Max |F|**: 0.0375 hartree/bohr
**Spin multiplicity**: 1
**HOMO-LUMO gap (alpha / beta)**: 8.56 / 8.40 eV
**LUMO (alpha / beta)**: -0.555 / -0.623 eV
**Total charge**: 0
**Relative energy (zero: lowest compared OMol25 entry of this formula, charge and spin)**: 102.75 kcal/mol

Entry 6:
Entry from the OMol25 dataset: the molecule C5H12O2 at a distorted geometry (wB97M-V/def2-TZVPD).

CARTESIAN COORDINATES (ANGSTROEM)
C 2.376466 0.259774 1.290355
C 0.939195 0.654096 0.988369
C 0.313688 -0.149634 -0.136600
O 0.338263 -1.540013 0.082421
C -1.179580 0.272925 -0.344704
C -1.518913 -0.042310 -1.772083
O -2.100043 -0.557977 0.368892
H 2.432486 -0.808992 1.514582
H 3.033432 0.459101 0.434272
H 2.763511 0.820363 2.146571
H 0.296179 0.513144 1.865369
H 0.880625 1.717373 0.711893
H 0.911000 0.017175 -1.057484
H -0.515244 -1.707755 0.516762
H -1.322526 1.331732 -0.058099
H -1.058708 -1.014036 -1.992999
H -2.672485 -0.260083 -1.763778
H -1.122460 0.727389 -2.452594
H -2.794886 -0.692274 -0.341138

Atomic forces in eV per Å
C 0.1 0.0 0.0
C -0.1 0.0 0.1
C -0.2 0.3 0.1
O -0.2 -0.1 0.3
C 0.4 0.0 -0.6
C -1.1 -0.2 -0.5
O -0.6 0.0 -0.2
H 0.0 0.1 0.0
H -0.1 0.0 0.1
H 0.0 -0.1 -0.1
H 0.2 0.1 0.1
H 0.0 -0.2 0.1
H -0.5 0.1 0.2
H 0.2 -0.4 0.0
H 0.0 -0.4 -0.2
H -0.1 0.2 -0.2
H 1.9 1.1 -1.2
H -0.7 -0.4 -0.1
H 0.9 -0.2 2.0

Results
**Max |F|**: 0.0484 hartree/bohr
**Spin multiplicity**: 1
**HOMO-LUMO gap**: 10.91 eV
**LUMO**: 0.890 eV
**Total charge**: 0
**Relative energy (zero: lowest compared OMol25 entry of this formula, charge and spin)**: 29.99 kcal/mol

The lowest max |F| belongs to which entry?
number 4